## i
Computed, not measured: C5H11NO2 in the gas phase, with wB97M-V/def2-TZVPD.

Properties
SMILES: C[C@@H](CCO)NC=O
E_HOMO: -9.158 eV
Kohn-Sham gap: 9.95 eV
E_LUMO: 0.0292 Eh

ORCA input file:
```
! wB97M-V def2-TZVPD RIJCOSX def2/J DEFGRID3
* xyz 0 1
C 1.163 -1.451 0.488
C 0.272 -0.088 0.002
C -0.834 0.659 0.790
C -2.195 0.589 0.131
O -2.657 -0.666 0.398
N 1.208 0.881 -0.398
C 1.973 0.532 -1.560
O 2.573 1.457 -2.083
H 2.223 -1.282 0.562
H 0.889 -2.225 -0.182
H 0.843 -1.844 1.434
H -0.227 -0.716 -0.835
H -0.540 1.668 1.006
H -0.970 0.236 1.872
H -2.908 1.325 0.570
H -2.133 0.730 -0.890
H -1.892 -1.243 0.291
H 1.201 1.916 0.159
H 2.013 -0.477 -1.755
*
```

***

## ii
Computed, not measured: a molecular structure, C5H11NO2, with wB97M-V/def2-TZVPD.

Properties
E_HOMO: -7.878 eV
Kohn-Sham gap: 8.79 eV
E_LUMO: 0.0335 Eh

ORCA input file:
```
! wB97M-V def2-TZVPD RIJCOSX def2/J DEFGRID3
* xyz 0 1
C 0.945 0.515 0.258
C 1.359 0.289 1.687
C -0.817 1.526 -1.217
C -0.421 0.564 -0.130
N -2.429 -0.780 -0.382
C -1.209 -0.526 0.168
O 1.062 -1.195 -0.489
O 2.256 -1.953 -0.740
H 2.358 -2.476 0.068
H 1.598 1.200 -0.281
H -2.776 -1.722 -0.314
H -2.664 -0.314 -1.243
H -0.933 -1.196 0.971
H 2.396 -0.052 1.722
H 1.289 1.228 2.244
H 0.733 -0.453 2.182
H -1.867 1.818 -1.144
H -0.648 1.084 -2.208
H -0.232 2.440 -1.153
*
```

***

The structure with the least stability is ii.

***

## i
Computed, not measured: 2 unconnected molecules or ions with the total composition C5H11NO2, with wB97M-V/def2-TZVPD.

Properties
SMILES: C/C=N\C.CC(=O)O
E_HOMO: -9.382 eV
Kohn-Sham gap: 10.15 eV
E_LUMO: 0.0281 Eh

ORCA input file:
```
! wB97M-V def2-TZVPD RIJCOSX def2/J DEFGRID3
* xyz 0 1
C -0.429 1.959 -1.622
C 0.501 1.022 -0.913
N 0.553 0.800 0.323
C -0.351 1.472 1.215
H -0.268 1.929 -2.686
H -1.462 1.710 -1.393
H -0.268 2.982 -1.273
H 1.225 0.497 -1.529
H -0.220 2.565 1.170
H -1.390 1.251 0.976
H -0.137 1.127 2.223
C 1.189 -2.334 0.725
C -0.268 -2.029 0.573
O -1.033 -1.778 1.463
O -0.664 -2.083 -0.710
H 1.446 -2.380 1.777
H 1.418 -3.274 0.227
H 1.771 -1.527 0.230
H -1.613 -1.907 -0.776
*
```

***

## ii
Computed, not measured: C5H11NO2 in the gas phase, with wB97M-V/def2-TZVPD.

Properties
SMILES: C[N+]1([O-])CCOCC1
E_HOMO: -8.422 eV
Kohn-Sham gap: 9.12 eV
E_LUMO: 0.0256 Eh

ORCA input file:
```
! wB97M-V def2-TZVPD RIJCOSX def2/J DEFGRID3
* xyz 0 1
C -2.032 -0.378 0.737
N -0.775 0.248 0.324
O -0.911 1.706 0.501
C -0.458 -0.047 -1.235
C 0.961 0.313 -1.445
O 1.830 -0.614 -0.846
C 1.361 -1.014 0.531
C 0.326 -0.094 1.334
H -2.459 -0.443 1.975
H -2.012 -1.472 0.368
H -2.770 0.274 0.147
H -0.996 -0.988 -1.677
H -0.812 0.943 -1.788
H 1.108 1.399 -0.867
H 1.463 0.321 -2.426
H 2.151 -1.308 1.062
H 0.899 -1.978 0.433
H -0.323 -0.700 2.096
H 0.880 0.798 1.643
*
```

***

## iii
Computed, not measured: 2 unconnected molecules or ions with the total composition C5H11NO2, with wB97M-V/def2-TZVPD.

Properties
E_HOMO: -7.873 eV
Kohn-Sham gap: 5.39 eV
E_LUMO: -0.0911 Eh

ORCA input file:
```
! wB97M-V def2-TZVPD RIJCOSX def2/J DEFGRID3
* xyz 0 1
C -0.662 1.863 0.323
N 0.020 0.813 1.195
C 0.707 -0.027 0.310
C 0.115 -1.408 0.085
C -1.418 -1.506 -0.140
O 0.819 -2.014 -1.097
C 2.002 0.484 0.031
O 2.600 1.232 0.855
H -0.118 2.758 0.086
H -0.785 1.415 -0.658
H -1.659 2.132 0.673
H 0.641 1.107 1.961
H -0.878 1.031 -1.562
H 0.546 -2.098 0.863
H -1.966 -1.259 0.722
H -1.687 -2.535 -0.251
H -1.749 -0.927 -1.005
H 0.862 -1.166 -1.673
H 2.609 0.106 -0.718
*
```

***

## iv
Computed, not measured: C5H11NO2 in the gas phase, with wB97M-V/def2-TZVPD.

Properties
SMILES: CCC(=O)NCCO
E_HOMO: -9.287 eV
Kohn-Sham gap: 9.98 eV
E_LUMO: 0.0255 Eh

ORCA input file:
```
! wB97M-V def2-TZVPD RIJCOSX def2/J DEFGRID3
* xyz 0 1
C 1.415 1.048 -2.246
C 1.013 0.982 -0.782
C 1.179 -0.383 -0.190
O 2.303 -0.865 -0.189
N 0.119 -1.266 0.029
C -1.169 -0.861 0.502
C -1.354 -0.501 2.023
O -1.675 0.851 2.131
H 0.572 1.126 -2.937
H 2.359 1.483 -2.540
H 1.552 -0.034 -2.575
H 1.597 1.697 -0.179
H 0.051 1.388 -0.382
H 0.518 -2.166 0.261
H -1.764 -1.761 0.208
H -1.592 -0.088 -0.180
H -0.427 -0.593 2.571
H -2.107 -1.208 2.396
H -2.592 1.152 2.080
*
```

***

The structure with the least stability is iii.

***

## i
Computed, not measured: C5H11NO2 in the gas phase, with wB97M-V/def2-TZVPD.

Properties
SMILES: CCC[C@@H](N)C(=O)O
E_HOMO: -9.260 eV
Kohn-Sham gap: 10.00 eV
E_LUMO: 0.0272 Eh

ORCA input file:
```
! wB97M-V def2-TZVPD RIJCOSX def2/J DEFGRID3
* xyz 0 1
C 1.289 -2.010 1.395
C 0.403 -1.531 0.259
C -0.140 -0.102 0.495
C -0.513 0.619 -0.792
N -1.838 0.348 -1.289
C -0.261 2.153 -0.768
O -0.837 2.930 -1.476
O 0.717 2.538 0.074
H 0.753 -2.392 2.264
H 1.994 -1.232 1.689
H 1.947 -2.833 1.079
H -0.453 -2.172 0.085
H 0.938 -1.529 -0.651
H 0.531 0.551 1.041
H -1.001 -0.276 1.141
H 0.162 0.276 -1.595
H -1.957 0.607 -2.242
H -2.626 0.571 -0.699
H 0.891 3.485 -0.010
*
```

***

## ii
Computed, not measured: 2 unconnected molecules or ions with the total composition C5H11NO2, with wB97M-V/def2-TZVPD.

Properties
E_HOMO (alpha / beta): -8.916 / -8.916 eV
Kohn-Sham gap (alpha / beta): 7.62 / 7.62 eV
E_LUMO (alpha / beta): -0.0476 / -0.0475 Eh

ORCA input file:
```
! wB97M-V def2-TZVPD RIJCOSX def2/J DEFGRID3
* xyz 0 1
C -0.630 0.871 -0.424
C 1.804 -1.626 -1.179
C 1.005 0.788 1.401
N 0.245 0.079 0.399
C -1.769 0.686 0.677
C -2.795 -0.116 0.415
O 1.540 -0.229 -1.199
O -0.829 0.360 -1.606
H 0.621 -0.064 -1.672
H -0.378 1.956 -0.397
H -1.705 1.299 1.568
H 2.563 -1.830 -0.423
H 0.900 -2.194 -0.946
H 2.185 -1.937 -2.157
H 0.842 1.872 1.408
H 0.802 0.350 2.381
H 2.057 0.599 1.176
H -2.812 -0.689 -0.504
H -3.646 -0.175 1.083
*
```

***

## iii
Computed, not measured: 3 unconnected molecules or ions with the total composition C5H11NO2, with wB97M-V/def2-TZVPD.

Properties
E_HOMO: -6.608 eV
Kohn-Sham gap: 7.26 eV
E_LUMO: 0.0240 Eh

ORCA input file:
```
! wB97M-V def2-TZVPD RIJCOSX def2/J DEFGRID3
* xyz 0 1
C -0.333 0.559 0.307
C -1.498 -1.651 0.823
C 0.241 -0.466 1.035
C -0.869 0.549 -1.088
C 1.712 1.499 0.252
N 2.568 1.245 -0.780
O -1.351 -2.408 -0.332
O 1.913 2.357 1.088
H -2.049 -2.190 -0.963
H -0.722 1.374 0.914
H 2.412 0.429 -1.354
H 3.414 1.801 -0.869
H -2.430 -1.096 0.928
H -1.281 -2.258 1.697
H 0.941 -1.186 0.624
H 0.333 -0.329 2.106
H -0.580 1.474 -1.596
H -1.964 0.555 -1.098
H -0.457 -0.259 -1.694
*
```

***

## iv
Computed, not measured: C5H11NO2 in the gas phase, with wB97M-V/def2-TZVPD.

Properties
SMILES: C[C@@H](N)CCC(=O)O
E_HOMO: -8.972 eV
Kohn-Sham gap: 9.66 eV
E_LUMO: 0.0254 Eh

ORCA input file:
```
! wB97M-V def2-TZVPD RIJCOSX def2/J DEFGRID3
* xyz 0 1
C -2.045 0.144 -1.453
C -0.841 -0.579 -0.794
N 0.380 -0.676 -1.618
C -0.600 -0.124 0.751
C 0.540 0.829 1.160
C 1.917 0.393 1.594
O 2.629 0.908 2.391
O 2.326 -0.765 0.912
H -2.846 -0.568 -1.718
H -2.439 0.901 -0.777
H -1.752 0.668 -2.471
H -1.154 -1.672 -0.721
H 1.065 -1.019 -0.952
H 0.757 0.103 -2.146
H -1.488 0.364 1.191
H -0.277 -1.150 1.127
H -0.008 1.511 1.945
H 0.613 1.670 0.429
H 3.224 -0.936 1.151
*
```

***

The structure with the least stability is ii.

***

## i
Computed, not measured: 2 unconnected molecules or ions with the total composition C5H11NO2, with wB97M-V/def2-TZVPD.

Properties
E_HOMO: -7.782 eV
Kohn-Sham gap: 5.91 eV
E_LUMO: -0.0688 Eh

ORCA input file:
```
! wB97M-V def2-TZVPD RIJCOSX def2/J DEFGRID3
* xyz 0 1
C -1.976 -1.487 -1.166
N -1.711 -0.916 0.213
C -0.844 0.167 0.391
C 0.594 -0.080 0.458
C 0.889 -0.399 -0.963
O 1.278 1.143 0.802
C -1.447 1.343 0.919
O -2.761 1.367 1.178
H -2.831 -2.110 -1.011
H -2.175 -0.659 -1.891
H -1.110 -2.088 -1.474
H -2.621 -0.516 0.583
H 5.501 1.699 1.601
H 0.758 -0.929 1.246
H 0.955 0.343 -1.747
H 0.983 -1.514 -1.281
H 5.652 1.156 1.140
H 1.664 1.239 -0.096
H -0.800 2.242 1.098
*
```

***

## ii
Computed, not measured: a molecular structure, C5H11NO2, with wB97M-V/def2-TZVPD.

Properties
E_HOMO: -9.837 eV
Kohn-Sham gap: 10.25 eV
E_LUMO: 0.0150 Eh

ORCA input file:
```
! wB97M-V def2-TZVPD RIJCOSX def2/J DEFGRID3
* xyz 0 1
C 1.662 0.463 -0.735
O 2.505 0.000 0.357
C 0.566 1.393 -0.281
C -0.049 0.897 1.062
C -0.501 -0.569 1.086
C -1.332 -0.864 -0.155
N -2.486 -0.028 -0.136
O -0.818 -1.431 -1.124
H 2.298 0.830 -1.542
H 1.203 -0.488 -1.038
H 3.438 0.107 0.165
H 0.869 2.441 -0.224
H -0.220 1.255 -1.020
H -0.927 1.606 1.140
H 0.794 1.069 1.708
H 0.403 -1.154 1.196
H -1.145 -0.778 1.933
H -2.884 0.033 -1.072
H -2.532 -1.242 0.062
*
```

***

The structure with the least stability is i.

***

## i
Computed, not measured: C5H11NO2 in the gas phase, with wB97M-V/def2-TZVPD.

Properties
SMILES: C=C(COC)N(C)O
E_HOMO: -8.485 eV
Kohn-Sham gap: 9.24 eV
E_LUMO: 0.0279 Eh

ORCA input file:
```
! wB97M-V def2-TZVPD RIJCOSX def2/J DEFGRID3
* xyz 0 1
C -0.499 -1.339 -0.824
C -0.026 -0.113 -0.616
C 1.456 0.123 -0.392
O 2.099 -0.912 0.314
C 1.746 -0.966 1.672
N -0.785 1.055 -0.699
C -2.208 0.955 -0.908
O -0.473 2.047 0.251
H 0.186 -2.166 -0.852
H -1.537 -1.561 -0.989
H 1.605 1.087 0.114
H 1.956 0.166 -1.364
H 2.331 -1.770 2.113
H 1.982 -0.022 2.180
H 0.678 -1.183 1.803
H -2.384 0.418 -1.836
H -2.729 0.443 -0.086
H -2.599 1.966 -1.006
H -0.798 1.771 1.126
*
```

***

## ii
Computed, not measured: C5H11NO2 in the gas phase, with wB97M-V/def2-TZVPD.

Properties
SMILES: O=CCNCCCO
E_HOMO: -9.200 eV
Kohn-Sham gap: 9.96 eV
E_LUMO: 0.0280 Eh

ORCA input file:
```
! wB97M-V def2-TZVPD RIJCOSX def2/J DEFGRID3
* xyz 0 1
O -1.443 -4.013 -0.451
C -1.121 -3.003 0.132
C -0.248 -1.979 -0.512
N -0.160 -0.755 0.251
C 0.873 0.145 -0.252
C 0.269 1.503 -0.612
C -0.298 2.295 0.544
O 0.679 2.932 1.371
H -1.497 -2.930 1.155
H -0.708 -1.768 -1.495
H 0.698 -2.403 -0.893
H -0.243 -0.838 1.254
H 1.403 -0.231 -1.131
H 1.670 0.340 0.488
H 0.958 2.126 -1.197
H -0.560 1.268 -1.295
H -0.963 3.061 0.121
H -0.852 1.704 1.287
H 1.542 2.549 1.233
*
```

***

The structure with the least stability is i.

***

## i
Computed, not measured: 2 unconnected molecules or ions with the total composition C5H11NO2, with wB97M-V/def2-TZVPD.

Properties
SMILES: C=CC[C@@H](N)C=O.O
E_HOMO: -9.232 eV
Kohn-Sham gap: 10.15 eV
E_LUMO: 0.0337 Eh

ORCA input file:
```
! wB97M-V def2-TZVPD RIJCOSX def2/J DEFGRID3
* xyz 0 1
C -0.980 -1.035 -2.482
C -0.630 0.187 -2.112
C -1.364 1.049 -1.089
C -0.411 1.271 0.094
N -0.801 2.301 1.054
C -0.126 -0.026 0.927
O 0.974 -0.486 0.962
H -0.392 -1.552 -3.229
H -1.754 -1.578 -1.957
H 0.174 0.732 -2.602
H -1.658 2.011 -1.496
H -2.155 0.372 -0.732
H 0.517 1.639 -0.357
H -1.783 2.225 1.313
H -0.646 3.256 0.769
H -1.084 -0.360 1.379
O 3.967 -3.672 3.365
H 3.330 -3.082 2.917
H 4.821 -3.251 3.276
*
```

***

## ii
Computed, not measured: C5H11NO2 in the gas phase, with wB97M-V/def2-TZVPD.

Properties
SMILES: CC(C)(C=O)[C@@H](N)O
E_HOMO: -9.813 eV
Kohn-Sham gap: 10.51 eV
E_LUMO: 0.0257 Eh

ORCA input file:
```
! wB97M-V def2-TZVPD RIJCOSX def2/J DEFGRID3
* xyz 0 1
C -1.428 -0.502 0.474
C -0.280 0.292 -0.173
C -0.452 0.272 -1.703
C -0.344 1.754 0.250
O -1.380 2.341 0.546
C 1.120 -0.256 0.209
N 1.348 -0.522 1.610
O 1.379 -1.471 -0.458
H -1.194 -1.569 0.541
H -2.354 -0.405 -0.104
H -1.650 -0.143 1.486
H -0.580 -0.750 -2.078
H -1.330 0.851 -2.012
H 0.417 0.712 -2.206
H 0.607 2.316 0.202
H 1.884 0.458 -0.125
H 0.556 -0.213 2.172
H 1.348 -1.537 1.718
H 2.333 -1.628 -0.349
*
```

***

## iii
Computed, not measured: C5H11NO2 in the gas phase, with wB97M-V/def2-TZVPD.

Properties
SMILES: CC[C@@]1(C(O)O)CN1
E_HOMO: -9.522 eV
Kohn-Sham gap: 10.29 eV
E_LUMO: 0.0282 Eh

ORCA input file:
```
! wB97M-V def2-TZVPD RIJCOSX def2/J DEFGRID3
* xyz 0 1
C -1.735 0.721 -1.204
C -1.247 0.660 0.243
C -0.042 -0.270 0.428
C 1.341 0.421 0.049
O 2.410 -0.437 0.349
O 1.349 0.755 -1.299
C 0.081 -1.050 1.656
N -0.174 -1.600 -0.016
H -2.665 1.283 -1.249
H -1.906 -0.284 -1.577
H -1.015 1.218 -1.845
H -0.970 1.656 0.601
H -2.055 0.286 0.875
H 1.417 1.362 0.612
H 3.191 -0.118 -0.124
H 1.058 -0.031 -1.789
H -0.687 -1.603 2.182
H 0.941 -0.891 2.295
H 0.708 -2.078 -0.187
*
```

***

The structure with the least stability is iii.